ORCA calculation (the ωB97M-V functional and the def2-TZVPD basis) on a structure of composition C60H55FFeN6O5PSb at a distorted geometry.

LUMO level (alpha / beta) in eV: -3.529 / -3.529
Multiplicity: 2
<S²>: 1.053
Net charge: +1

Each line ends with the Löwdin spin population.
Atoms and positions in Å:
Fe  -0.7979  1.6250  -0.8761  1.299
O  -2.3611  1.4191  0.3745  -0.146
C  -2.7432  1.1195  -0.7369  -0.192
C  -3.6512  0.7878  -1.6835  -0.042
C  -5.0447  0.5951  -1.4040  -0.012
C  -5.9071  0.3043  -2.4251  -0.001
C  -5.4583  0.1848  -3.7450  0.001
C  -4.1152  0.3779  -4.0414  0.002
C  -3.1989  0.6443  -3.0439  -0.004
P  -1.4240  0.9887  -3.2507  0.018
C  -1.2964  0.9649  -5.0899  0.012
C  -1.1690  2.1474  -5.8064  0.001
C  -1.1425  2.1314  -7.1909  0.000
C  -1.2397  0.9332  -7.8745  0.000
C  -1.3547  -0.2516  -7.1658  0.001
C  -1.3854  -0.2415  -5.7841  0.002
C  -0.6300  -0.6528  -2.9996  -0.003
C  -1.2751  -1.7524  -2.4459  -0.002
C  -0.6418  -2.9833  -2.4151  0.000
C  0.6407  -3.1196  -2.9204  -0.001
C  1.3065  -2.0160  -3.4299  0.000
C  0.6762  -0.7877  -3.4699  -0.001
H  -5.4026  0.7216  -0.3942  0.000
H  -6.9603  0.1891  -2.2120  -0.001
H  -6.1627  -0.0428  -4.5293  0.000
H  -3.7780  0.3200  -5.0646  0.000
H  -1.0913  3.0870  -5.2835  0.000
H  -1.0493  3.0566  -7.7375  0.000
H  -1.2193  0.9175  -8.9532  0.000
H  -1.4286  -1.1916  -7.6905  0.000
H  -1.4859  -1.1691  -5.2380  0.000
H  -2.2894  -1.6519  -2.0853  0.000
H  -1.1555  -3.8437  -2.0110  0.000
H  1.1218  -4.0867  -2.9169  0.000
H  2.3062  -2.1182  -3.8281  0.000
H  1.1812  0.0735  -3.8897  0.000
C  5.3249  -2.7770  0.2064  0.000
C  4.2449  -3.1642  -0.8008  0.000
N  3.0307  -2.4083  -0.5764  0.001
C  3.0660  -1.1144  -1.0180  0.001
C  2.0496  -0.2357  -0.8246  0.000
C  2.1784  1.1538  -1.4205  0.003
O  3.2902  1.5608  -1.7074  0.004
O  1.0830  1.7913  -1.6028  0.019
C  0.8753  -0.6671  -0.1513  -0.002
O  -0.0900  0.1291  0.1598  -0.021
C  0.7852  -2.0512  0.1896  -0.001
C  -0.4067  -2.5547  0.7287  0.000
C  -0.5180  -3.8904  1.0313  0.000
F  -1.7317  -4.3470  1.4495  0.000
C  0.5611  -4.7671  0.9238  0.000
C  1.7758  -4.2357  0.4458  0.000
C  1.8914  -2.9149  0.0128  0.000
N  0.4117  -6.1376  1.2143  0.000
C  1.3299  -7.1221  0.7330  0.000
C  2.3031  -7.5826  1.8336  0.000
N  1.4876  -8.1220  2.9557  0.000
C  0.5541  -7.0839  3.4768  0.000
C  -0.3563  -6.6236  2.3277  0.000
H  6.2412  -3.3211  -0.0005  0.000
H  5.0043  -2.9928  1.2223  0.000
H  5.5392  -1.7141  0.1378  0.000
H  4.0430  -4.2338  -0.7534  0.000
H  4.5982  -2.9341  -1.8099  0.000
H  3.9474  -0.8013  -1.5574  0.000
H  -1.2354  -1.8813  0.8713  0.000
H  2.6281  -4.8876  0.3623  0.000
H  1.8787  -6.7351  -0.1225  0.000
H  0.7679  -8.0019  0.3898  0.000
H  2.8918  -6.7456  2.2116  0.000
H  2.9719  -8.3558  1.4544  0.000
H  2.0833  -8.4853  3.7071  0.000
H  0.9248  -8.9044  2.5963  0.000
H  1.1437  -6.2492  3.8578  0.000
H  -0.0447  -7.5000  4.2874  0.000
H  -1.0351  -5.8603  2.6976  0.000
H  -0.9728  -7.4733  2.0024  0.000
C  1.3679  3.7241  4.5088  0.001
C  2.4139  3.8004  3.4411  0.003
C  3.6836  4.2660  3.7667  0.001
C  4.6837  4.3625  2.8162  0.000
C  4.4213  3.9948  1.5091  0.000
C  3.1610  3.5315  1.1672  0.001
C  2.1606  3.4262  2.1222  0.017
Sb  0.1914  2.6856  1.4812  0.031
C  -0.7439  4.6142  1.9480  0.006
C  -0.1925  5.5967  1.1382  0.001
C  -0.6474  6.8988  1.2081  0.000
C  -1.6652  7.2169  2.0903  0.001
C  -2.2054  6.2341  2.8960  0.000
C  -1.7673  4.9138  2.8336  0.001
C  -2.4205  3.8802  3.6890  0.000
C  -0.0371  0.9894  2.8864  0.004
C  -1.3196  0.6346  3.2866  0.001
C  -1.5442  -0.5002  4.0482  0.000
C  -0.4801  -1.3100  4.3979  0.001
C  0.7893  -0.9900  3.9553  0.000
C  1.0337  0.1423  3.1841  0.001
C  2.4368  0.3765  2.7070  0.000
H  1.8053  3.9035  5.4880  0.000
H  0.8866  2.7469  4.5160  0.000
H  0.6020  4.4780  4.3328  0.000
H  3.8897  4.5560  4.7880  0.000
H  5.6613  4.7249  3.0991  0.000
H  5.1915  4.0612  0.7562  0.000
H  2.9699  3.2396  0.1424  0.000
H  0.6006  5.3388  0.4453  0.000
H  -0.2109  7.6590  0.5795  0.000
H  -2.0373  8.2284  2.1513  0.000
H  -2.9970  6.4818  3.5862  0.000
H  -2.9383  4.3429  4.5257  0.000
H  -1.6894  3.1717  4.0734  0.000
H  -3.1589  3.3515  3.0852  0.000
H  -2.1643  1.2318  2.9772  0.000
H  -2.5468  -0.7533  4.3602  0.000
H  -0.6383  -2.1937  4.9991  0.000
H  1.6183  -1.6393  4.2025  0.000
H  2.9806  -0.5668  2.6770  0.000
H  2.9683  1.0505  3.3800  0.000
H  2.4548  0.8114  1.7088  0.000
N  -2.0088  3.9598  -3.1088  0.002
C  -2.3125  3.9131  -1.7774  0.001
O  -1.3922  3.5875  -0.9643  -0.013
C  -3.6484  4.1367  -1.3808  0.001
C  -4.0432  3.9265  -0.0600  0.000
N  -4.3593  3.7043  1.0239  0.001
C  -4.6171  4.4733  -2.3287  0.000
N  -5.3692  4.7528  -3.1543  0.001
H  -1.0290  4.0413  -3.3376  0.000
H  -2.6779  4.3533  -3.7507  0.000

ORCA calculation (the ωB97M-V functional and the def2-TZVPD basis) on a structure of composition C60H56CsF2N9O6P2Se at a distorted geometry.

LUMO level in eV: 3.398
Energy above the lowest of the compared OMol25 structures with the same formula, charge and spin in kJ/mol: 0.0
Net charge: -2

Each line ends with the Löwdin charge.
Atoms and positions in Å:
Cs  -0.6353  -0.6510  0.8050  0.982
O  -4.5657  -1.7137  2.6948  0.047
C  -5.3380  -2.5314  1.9634  -0.268
C  -6.3609  -3.2352  2.6020  -0.022
C  -7.1956  -4.0642  1.8805  -0.110
C  -7.0188  -4.2270  0.5106  -0.117
C  -5.9972  -3.5474  -0.1251  -0.045
C  -5.1496  -2.6934  0.5763  -0.078
C  -4.0242  -1.9762  -0.0942  -0.458
O  -3.3960  -1.0664  0.5353  -0.210
N  -3.8325  -2.3042  -1.3587  0.035
N  -2.6766  -1.9858  -1.9362  0.015
C  -2.6693  -1.6762  -3.1751  -0.127
C  -1.4080  -1.4502  -3.8680  -0.288
C  -1.4045  -1.1985  -5.2492  -0.054
C  -0.2120  -0.9146  -5.8842  -0.092
C  0.9611  -0.8931  -5.1419  -0.076
C  0.8684  -1.1779  -3.7854  -0.142
N  -0.2663  -1.4546  -3.1633  0.137
H  -3.9561  -1.2671  2.0417  0.063
H  -6.4849  -3.0995  3.6691  0.110
H  -8.0014  -4.5829  2.3874  0.090
H  -7.6819  -4.8705  -0.0542  0.085
H  -5.8326  -3.6571  -1.1879  0.098
H  -3.5942  -1.5553  -3.7448  0.111
H  -2.3373  -1.2181  -5.8001  0.103
H  -0.1914  -0.7057  -6.9477  0.096
H  1.9150  -0.6688  -5.6000  0.088
H  1.7552  -1.1737  -3.1570  0.077
C  2.2941  3.6265  -0.8354  -0.404
C  3.0740  2.9367  -1.9635  -0.412
P  3.5159  1.1863  -1.4893  1.068
C  4.5856  1.6295  -0.0555  -0.394
C  4.2596  1.1189  1.1963  -0.093
C  4.9972  1.4752  2.3194  -0.064
C  6.0638  2.3510  2.2008  -0.097
C  6.3972  2.8668  0.9522  -0.100
C  5.6639  2.5094  -0.1666  -0.115
C  4.8270  0.9122  -2.7619  -0.384
C  4.5946  1.2695  -4.0910  -0.108
C  5.5596  1.0567  -5.0651  -0.103
C  6.7653  0.4561  -4.7344  -0.115
C  6.9855  0.0443  -3.4269  -0.097
C  6.0249  0.2655  -2.4525  -0.104
P  0.7327  2.6618  -0.3307  1.069
C  -0.1757  2.8894  -1.9223  -0.356
C  -0.1550  4.0883  -2.6375  -0.117
C  -0.8667  4.2292  -3.8176  -0.095
C  -1.6315  3.1737  -4.2975  -0.087
C  -1.6696  1.9807  -3.5960  -0.072
C  -0.9312  1.8327  -2.4286  -0.087
C  0.0705  4.0738  0.6516  -0.347
C  -1.0914  4.7766  0.3412  -0.090
C  -1.5241  5.8201  1.1466  -0.087
C  -0.8047  6.1786  2.2770  -0.111
C  0.3441  5.4749  2.6064  -0.094
C  0.7715  4.4283  1.8036  -0.093
H  2.0632  4.6562  -1.1168  0.066
H  2.9294  3.6770  0.0525  0.058
H  3.9959  3.4743  -2.1995  0.072
H  2.4556  2.8972  -2.8632  0.058
H  3.4352  0.4207  1.2862  0.031
H  4.7469  1.0432  3.2813  0.102
H  6.6300  2.6471  3.0760  0.094
H  7.2283  3.5560  0.8506  0.092
H  5.9404  2.9192  -1.1317  0.102
H  3.6416  1.7050  -4.3667  0.095
H  5.3646  1.3543  -6.0892  0.095
H  7.5234  0.3017  -5.4927  0.091
H  7.9070  -0.4634  -3.1671  0.096
H  6.1960  -0.0737  -1.4375  0.108
H  0.4108  4.9337  -2.2659  0.097
H  -0.8416  5.1719  -4.3529  0.092
H  -2.1965  3.2837  -5.2157  0.096
H  -2.2966  1.1700  -3.9362  0.092
H  -0.9572  0.8868  -1.8967  0.076
H  -1.6711  4.4966  -0.5274  0.096
H  -2.4300  6.3570  0.8885  0.097
H  -1.1435  6.9946  2.9042  0.090
H  0.9067  5.7426  3.4930  0.095
H  1.6571  3.8638  2.0781  0.103
C  0.9138  -5.0009  3.7756  -0.042
C  0.0710  -3.8986  4.3156  -0.437
N  -1.1005  -3.5272  3.8671  0.100
C  -1.4892  -2.4598  4.6407  -0.149
C  -0.5357  -2.1881  5.5742  -0.111
N  0.4480  -3.1271  5.3699  0.095
H  1.3036  -4.7060  2.8001  0.024
H  0.3211  -5.9095  3.6591  0.071
H  1.7585  -5.1923  4.4380  0.069
H  -2.4309  -1.9637  4.4647  0.088
H  -0.4612  -1.4473  6.3509  0.101
H  1.3551  -3.1210  5.7995  0.127
F  -7.5094  1.0131  2.2676  0.069
C  -6.8020  1.0412  1.1224  -0.186
C  -5.5601  1.5512  1.1133  0.058
N  -4.8260  1.6749  -0.0328  0.027
C  -3.5173  2.3228  -0.0140  -0.018
C  -2.4515  1.8832  1.0597  -0.716
O  -2.8306  1.8337  2.2328  0.002
O  -1.2851  1.7108  0.6300  -0.528
C  -5.3002  1.1816  -1.2330  -0.462
O  -4.7094  1.2779  -2.2940  0.063
N  -6.5702  0.6426  -1.1657  0.219
C  -7.4304  0.5360  -0.0736  -0.413
O  -8.5585  0.1010  -0.2019  0.065
H  -5.0663  1.8723  2.0210  0.142
H  -3.6968  3.3843  0.1845  0.126
H  -3.0811  2.2076  -0.9980  0.099
H  -6.8903  0.2122  -2.0194  0.161
F  2.6558  0.7440  7.5556  0.002
C  2.6275  0.1324  6.3309  -0.310
C  1.8617  0.6756  5.3198  -0.034
C  1.8263  0.0404  4.0862  -0.146
C  2.5491  -1.1368  3.8473  -0.739
C  3.3275  -1.6423  4.9007  -0.178
C  3.3639  -1.0211  6.1434  -0.058
H  1.2902  1.5776  5.5026  0.114
H  1.2195  0.4593  3.2903  0.081
H  3.9001  -2.5474  4.7354  0.085
H  3.9462  -1.4298  6.9618  0.103
C  3.4901  -2.8686  -1.5662  -0.062
N  2.2640  -3.6239  -1.4959  -0.173
C  1.9240  -4.6519  -2.3565  -0.089
C  0.7051  -5.0789  -1.9591  -0.083
N  0.3572  -4.3050  -0.8714  -0.158
C  -0.9063  -4.4065  -0.1688  -0.034
C  1.3020  -3.3833  -0.5721  -0.111
Se  2.4168  -2.0450  2.1932  0.475
H  3.5236  -2.2667  -2.4759  0.063
H  4.3563  -3.5350  -1.5572  0.086
H  3.5274  -2.2197  -0.6916  0.046
H  2.5629  -4.9830  -3.1579  0.102
H  0.0726  -5.8578  -2.3508  0.105
H  -1.6376  -3.7308  -0.6154  0.058
H  -0.7600  -4.1388  0.8773  0.072
H  -1.2760  -5.4303  -0.2275  0.086

ORCA calculation (the ωB97M-V functional and the def2-TZVPD basis) on a structure of composition C60H58Cl5MoN7OTe at a distorted geometry.

LUMO level (alpha / beta) in eV: -2.153 / -5.102
Multiplicity: 4
<S²>: 3.787
Energy above the lowest of the compared OMol25 structures with the same formula, charge and spin in kJ/mol: 0.0
Net charge: +1

Each line ends with the Löwdin spin population.
Atoms and positions in Å:
Mo  1.5040  0.9001  1.0956  1.661
C  4.2838  -5.7773  0.9058  -0.001
C  3.5116  -4.5125  1.1828  -0.005
C  2.3869  -4.5125  1.9994  0.001
C  1.6910  -3.3436  2.2437  -0.005
C  2.0727  -2.1077  1.6953  0.008
N  1.2367  -0.9477  1.8058  -0.010
C  -0.0611  -1.3401  2.2865  0.016
C  -0.9472  -1.9466  1.3961  0.014
C  -2.1534  -2.4798  1.8001  0.000
C  -2.5470  -2.4175  3.1338  0.004
C  -3.8867  -2.9546  3.5671  0.001
C  -1.6523  -1.8746  4.0404  0.001
C  -0.4040  -1.3966  3.6437  0.005
N  0.5334  -1.1539  4.6879  0.000
C  0.6961  -1.9419  5.7888  0.000
C  1.7240  -1.4042  6.5154  0.000
C  2.1301  -0.2795  5.7695  0.000
N  1.4107  -0.1388  4.6687  0.001
C  3.2663  -2.0988  0.9535  -0.003
C  3.9397  -3.2932  0.6886  0.002
N  3.7905  -0.9177  0.4860  0.018
C  4.3879  -0.7112  -0.7987  0.004
C  4.9847  0.6435  -0.5964  -0.001
C  4.4299  1.1595  0.5242  0.004
N  3.6217  0.2809  1.1900  0.045
H  3.6393  -6.6534  0.9780  0.000
H  5.0908  -5.8997  1.6325  0.000
H  4.7333  -5.7529  -0.0871  0.000
H  2.0463  -5.4380  2.4522  0.000
H  0.8115  -3.4051  2.8682  0.000
H  -0.6512  -2.0123  0.3596  0.009
H  -2.8067  -2.9561  1.0757  0.000
H  -4.1132  -3.8827  3.0406  0.000
H  -4.6801  -2.2400  3.3328  0.000
H  -3.9140  -3.1482  4.6393  0.000
H  -1.8990  -1.8664  5.0970  0.000
H  0.1070  -2.8325  5.9438  0.000
H  2.1337  -1.7754  7.4414  0.000
H  2.9147  0.4301  5.9919  0.000
H  4.8571  -3.2567  0.1114  0.000
H  5.0750  -1.5041  -1.0797  0.000
H  5.6530  1.1179  -1.2993  0.000
H  4.5684  2.1513  0.9315  0.001
Cl  -2.4513  0.8357  1.3007  0.017
C  -1.6141  2.1747  0.5862  0.027
C  -0.2085  2.1541  0.5033  0.031
C  0.2879  3.3222  -0.1222  0.016
Cl  2.0138  3.5027  -0.2074  0.009
C  -0.4708  4.3996  -0.5551  -0.004
Cl  0.2738  5.7799  -1.2598  -0.003
C  -1.8497  4.3767  -0.3824  0.018
Cl  -2.8184  5.7168  -0.8454  0.006
C  -2.4254  3.2458  0.1828  -0.003
Cl  -4.1336  3.1956  0.3993  -0.002
C  -7.1659  1.3533  -3.1718  0.001
C  -5.7152  1.0534  -2.9114  0.008
C  -4.7237  1.9750  -3.2130  -0.001
C  -3.3755  1.7062  -2.9946  0.012
C  -2.3766  2.7362  -3.4437  0.019
C  -3.0275  0.4692  -2.4477  0.040
Te  -0.9955  -0.0133  -2.0519  0.591
N  1.8683  0.6570  -0.7868  0.038
C  2.4624  0.2585  -1.8261  0.050
O  3.3893  -0.7467  -1.8744  0.018
C  2.2288  0.7926  -3.1974  0.020
C  1.5104  1.9775  -3.3791  0.032
C  1.2711  2.4664  -4.6588  0.009
C  1.7307  1.7743  -5.7686  0.008
C  2.4565  0.6025  -5.5955  0.010
C  2.7072  0.1165  -4.3196  0.004
C  -0.7624  -1.6614  -3.3535  0.044
C  -1.3607  -1.7175  -4.6332  0.026
C  -2.0123  -0.5378  -5.3155  0.006
C  -1.2873  -2.9106  -5.3336  0.000
C  -0.6168  -4.0269  -4.8347  0.037
C  -0.6089  -5.3271  -5.5876  0.007
C  0.0560  -3.9026  -3.6274  -0.006
C  0.0103  -2.7359  -2.8749  0.035
C  0.8515  -2.6950  -1.6182  0.010
C  -4.0054  -0.4803  -2.1230  0.013
C  -3.6458  -1.8335  -1.5581  0.019
C  -5.3339  -0.1703  -2.3626  0.002
H  -7.2904  2.3268  -3.6437  0.000
H  -7.7351  1.3472  -2.2403  0.000
H  -7.6014  0.5965  -3.8265  0.000
H  -4.9999  2.9353  -3.6385  0.000
H  -2.7376  3.7443  -3.2348  0.001
H  -2.2299  2.6614  -4.5246  0.001
H  -1.4070  2.6160  -2.9615  0.016
H  1.2188  2.5491  -2.5046  0.002
H  0.7357  3.3974  -4.7891  0.000
H  1.5442  2.1579  -6.7651  0.000
H  2.8453  0.0736  -6.4569  0.000
H  3.2778  -0.7911  -4.1861  0.000
H  -1.4697  0.3836  -5.0964  0.003
H  -3.0497  -0.4082  -5.0040  0.001
H  -2.0073  -0.6858  -6.3952  0.001
H  -1.7534  -2.9634  -6.3126  0.000
H  -0.8708  -5.1825  -6.6350  0.000
H  -1.3408  -6.0114  -5.1527  0.003
H  0.3678  -5.8074  -5.5322  0.001
H  0.6475  -4.7346  -3.2570  -0.001
H  0.5929  -3.5103  -0.9404  0.002
H  0.7873  -1.7540  -1.0751  0.007
H  1.9012  -2.8177  -1.8882  0.001
H  -2.8589  -1.7452  -0.8047  0.013
H  -3.2797  -2.4981  -2.3467  0.000
H  -4.5139  -2.3037  -1.0976  0.001
H  -6.0964  -0.9031  -2.1164  0.000
C  -1.0588  2.4011  4.3113  0.002
N  -0.8059  3.8632  4.1805  0.000
C  -0.3241  4.4364  5.4630  0.000
C  0.0932  4.1573  2.9737  0.001
C  1.5211  3.6992  3.1481  0.004
C  2.3132  4.6287  3.8364  0.000
C  3.6000  4.3381  4.2405  0.002
C  4.0756  3.0612  3.9876  0.000
C  3.3122  2.1679  3.2503  0.002
C  2.0391  2.4457  2.7132  -0.002
H  -1.6018  2.2088  5.2349  0.000
H  -0.1051  1.8806  4.3193  0.001
H  -1.6431  2.0582  3.4624  0.001
H  -1.6941  4.3092  3.9653  0.000
H  0.6001  3.9446  5.7468  0.000
H  -1.0804  4.2781  6.2281  0.000
H  -0.1397  5.5009  5.3425  0.000
H  0.0506  5.2375  2.8239  0.000
H  -0.3989  3.6661  2.1541  0.000
H  1.9104  5.6165  4.0467  0.000
H  4.2068  5.0768  4.7502  0.000
H  5.0605  2.7647  4.3324  0.000
H  3.7439  1.1932  3.0737  0.000